Record 1
Formula: H4O2
Source: OMol25
Level of theory: the ωB97M-V functional and the def2-TZVPD basis

Its HOMO energy is -11.36 eV. The structure (SMILES) is O.O. The relative energy (zero: lowest compared OMol25 entry of this formula, charge and spin) is 6.9 kcal per mole. As for the HOMO-LUMO gap: 11.977 eV. The value obtained for the LUMO energy is 0.62 eV.

```
! RIJCOSX wB97M-V def2-TZVPD def2/J DEFGRID3
* xyz 0 1
O 1.564 -0.274 -0.119
H 1.457 0.705 -0.370
H 2.510 -0.379 0.235
O -1.989 -0.298 -0.163
H -1.078 -0.133 0.122
H -2.464 0.378 0.295
*
```

=====

Record 2
Formula: C12H10BF18INO2S
Source: OMol25
Level of theory: the ωB97M-V functional and the def2-TZVPD basis

Its HOMO energy is -5.89 eV. As for the HOMO-LUMO gap: 8.182 eV. The value obtained for the LUMO energy is 2.29 eV.

```
! RIJCOSX wB97M-V def2-TZVPD def2/J DEFGRID3
* xyz -1 1
N -0.471 2.399 3.440
C -1.255 2.644 2.470
C -2.109 1.620 1.824
B -1.559 1.369 0.315
C -2.443 0.267 -0.563
F -3.739 0.707 -0.778
F -1.901 0.146 -1.816
C -2.585 -1.183 -0.022
F -1.657 -1.402 0.927
F -2.387 -2.118 -0.977
C -3.952 -1.527 0.637
F -3.819 -2.744 1.196
F -4.207 -0.658 1.623
C -5.213 -1.585 -0.308
F -4.884 -1.554 -1.600
F -6.050 -0.582 -0.052
F -5.882 -2.734 -0.100
O -1.643 2.661 -0.479
C -0.484 2.782 -1.180
I 0.169 4.854 -1.268
C 0.577 1.921 -0.468
C 1.562 1.298 -1.448
C 2.805 0.701 -0.767
C 2.836 -0.803 -0.832
F 1.704 -1.349 -0.353
F 2.972 -1.207 -2.126
C 4.017 -1.376 0.023
F 3.732 -1.182 1.316
F 5.139 -0.690 -0.270
S 4.480 -3.221 -0.195
F 5.074 -2.885 -1.633
F 3.080 -3.573 -0.833
F 3.922 -3.615 1.232
F 5.907 -2.941 0.459
F 4.921 -4.725 -0.406
O -0.156 0.964 0.226
H 0.036 3.247 3.692
H -1.310 3.650 2.031
H -3.134 2.003 1.746
H -2.110 0.719 2.441
H -0.592 2.503 -2.234
H 1.151 2.550 0.234
H 1.879 2.075 -2.151
H 1.029 0.533 -2.020
H 3.722 1.053 -1.239
H 2.828 0.989 0.288
*
```

=====

Record 3
Formula: C33H58B3FIN8O9
Source: OMol25
Level of theory: the ωB97M-V functional and the def2-TZVPD basis

Its HOMO energy is -10.93 eV. As for the HOMO-LUMO gap: 7.554 eV. The value obtained for the LUMO energy is -3.37 eV.

```
! RIJCOSX wB97M-V def2-TZVPD def2/J DEFGRID3
* xyz 1 1
C -5.587 -0.654 1.400
C -5.028 0.884 1.298
C -3.541 0.982 2.057
C -2.427 0.778 0.860
N -1.008 0.583 1.337
B -0.701 1.086 2.768
O -0.919 0.259 3.992
O -0.154 2.489 2.815
C 0.097 2.906 4.202
C 1.542 2.349 4.808
C -0.055 -0.018 0.520
N -0.107 -0.532 -0.882
C -0.740 0.184 -1.994
C -0.652 1.855 -1.935
C -1.641 2.556 -3.050
C -1.260 2.223 -4.609
N 0.232 2.262 -4.918
C 0.463 -1.927 -1.000
C 1.227 -2.213 -2.421
C 0.282 -2.665 -3.678
N 0.752 -4.029 -4.177
C -0.941 -2.785 -0.693
C -0.814 -4.397 -0.898
C -1.501 -5.081 0.468
I -2.129 -5.187 -2.527
C 1.541 -1.765 0.274
B 1.217 -2.645 1.666
O 0.924 -1.922 2.955
O 1.247 -4.112 1.771
C 3.113 -2.161 0.045
F 3.340 -3.623 -0.269
C 4.039 -1.935 1.421
C 5.557 -1.553 0.830
N 1.413 -0.346 0.873
B 2.097 0.783 0.146
N 2.257 2.107 0.934
O 2.635 0.788 -1.226
H -5.046 -1.318 2.203
H -6.738 -0.655 1.704
H -5.428 -1.186 0.359
H -4.997 1.329 0.211
H -5.759 1.601 1.913
H -3.530 2.078 2.530
H -3.553 0.131 2.863
H -2.591 1.647 0.097
H -2.736 -0.233 0.305
H -1.634 -0.417 3.769
H -0.776 2.686 4.951
H 0.214 4.094 4.176
H 2.399 3.021 4.336
H 1.724 1.211 4.607
H 1.623 2.497 5.983
H -0.402 -0.062 -3.090
H -1.913 -0.039 -1.970
H 0.460 2.098 -2.294
H -0.743 2.288 -0.856
H -1.530 3.733 -2.894
H -2.780 2.313 -2.902
H -1.763 2.975 -5.387
H -1.597 1.099 -4.804
H 0.608 1.267 -4.974
H 0.422 2.760 -5.829
H 2.087 -3.006 -2.384
H 1.755 -1.184 -2.719
H 0.535 -1.911 -4.569
H -0.869 -2.578 -3.512
H 0.117 -4.350 -4.965
H 1.678 -3.853 -4.625
H -1.712 -2.399 -1.519
H -1.448 -2.454 0.335
H 0.274 -4.788 -1.100
H -0.813 -6.029 0.699
H -1.432 -4.372 1.396
H -2.569 -5.504 0.243
H 1.729 -2.033 3.575
H 0.754 -4.406 2.594
H 3.632 -1.592 -0.867
H 3.710 -1.001 2.045
H 4.189 -2.918 2.038
H 5.614 -0.381 0.612
H 5.719 -2.197 -0.139
H 6.329 -1.859 1.668
H 3.172 2.547 0.698
H 1.448 2.742 0.759
H 2.592 1.765 -1.512
C 6.501 4.796 4.408
C 7.665 4.064 4.646
C 7.672 2.680 4.465
C 6.502 2.036 4.038
C 5.329 2.767 3.806
C 5.334 4.150 3.993
N 6.509 0.584 3.822
O 7.560 -0.030 4.056
O 5.465 0.056 3.413
H 6.503 5.876 4.545
H 8.570 4.574 4.970
H 8.587 2.124 4.654
H 4.413 2.279 3.480
H 4.430 4.727 3.813
C -7.297 0.582 -5.365
C -6.698 1.548 -4.555
C -5.869 1.162 -3.500
C -5.642 -0.202 -3.267
C -6.248 -1.174 -4.073
C -7.077 -0.776 -5.123
N -4.751 -0.614 -2.176
O -4.249 0.276 -1.473
O -4.549 -1.827 -2.022
H -7.938 0.888 -6.189
H -6.875 2.604 -4.748
H -5.409 1.927 -2.879
H -6.084 -2.236 -3.901
H -7.550 -1.523 -5.757
*
```

=====

Record 4
Formula: C3H3ErLiO2
Source: OMol25
Level of theory: the ωB97M-V functional and the def2-TZVPD basis

Its HOMO energy (alpha / beta) is -10.41 / -10.91 eV. As for the HOMO-LUMO gap (alpha / beta): 6.511 / 6.597 eV. The value obtained for the LUMO energy (alpha / beta) is -3.89 / -4.31 eV.

```
! RIJCOSX wB97M-V def2-TZVPD def2/J DEFGRID3
* xyz 1 4
C 0.156 1.041 -0.707
C -0.018 0.941 -2.037
H -0.275 1.828 -2.616
H 0.013 2.025 -0.233
H 0.094 -0.012 -2.561
O 0.511 0.050 0.113
C -1.227 -1.760 3.108
O -1.743 -2.663 3.540
Li 0.052 -0.142 1.874
Er 2.436 -1.309 -0.482
*
```

=====

Electronic energy across the listed records, respectively: -152.86387 -3186.97410 -2879.01448 -1288.86586 hartree.